{"formula": "C5H6N2O3", "method": "wB97M-V/def2-TZVPD", "charge": 0, "e_homo_ev": [-7.254, -7.250], "gap_ha": [0.24174, 0.24156], "elements": ["C", "C", "C", "C", "C", "N", "N", "O", "O", "O", "H", "H", "H", "H", "H", "H"], "positions_angstrom": [[-0.36466, -0.96625, -0.59749], [-0.80133, 0.25844, -0.28662], [0.65199, -1.67211, 0.05717], [2.00477, 0.07077, 0.06521], [0.09827, 1.11656, 0.72678], [1.22095, 1.18853, -0.06984], [3.35371, 0.04590, -0.07526], [4.14219, -1.04303, -0.23595], [3.86131, 1.17312, -0.04842], [1.11780, -2.66054, 0.40455], [-1.04248, -1.58514, -1.11311], [-1.38306, 0.75120, -1.02688], [-0.37830, 2.08836, 1.09466], [0.37462, 0.53655, 1.56481], [1.74599, 2.03865, -0.21572], [4.85130, -0.95267, 0.64916]], "atomic_forces_ev_per_a": [[-1.889, -0.688, 1.125], [2.435, 1.243, 1.539], [2.966, 3.694, -0.106], [0.746, -4.993, -0.666], [-3.939, 0.191, -0.502], [4.224, 1.016, -1.094], [-5.645, 1.926, 0.468], [2.551, -0.494, 3.811], [2.773, 1.971, -0.292], [-0.100, -1.662, 0.453], [-0.431, -0.702, -1.515], [-1.126, 0.398, -0.029], [0.803, -1.248, -0.958], [-0.489, -0.627, 1.320], [-0.096, 0.288, 0.141], [-2.784, -0.314, -3.694]]}

***

{"formula": "C10H7N2O3", "method": "wB97M-V/def2-TZVPD", "charge": 1, "e_homo_ev": -13.435, "gap_ha": 0.28534, "smiles": "O=C([N+]#CCc1ccccc1)N1OC1=O", "elements": ["C", "C", "C", "C", "C", "C", "C", "C", "C", "C", "N", "N", "O", "O", "O", "H", "H", "H", "H", "H", "H", "H"], "positions_angstrom": [[-0.39917, -2.78379, 1.06040], [-1.26622, -2.05869, 0.26664], [0.43857, -2.13261, 1.97864], [-1.31230, -0.68913, 0.36011], [0.43931, -0.77877, 1.98044], [-0.53177, -0.05281, 1.30039], [0.48439, 1.55649, 0.00485], [-0.48156, 1.94937, -2.60071], [1.87223, 1.26910, -2.11475], [-0.31596, 1.49101, 1.13464], [1.36355, 1.31622, -0.76392], [0.87663, 2.04889, -2.78032], [-1.30447, 1.91842, -1.79432], [2.92958, 0.92260, -2.44965], [-0.06040, 1.68355, -3.86987], [-0.42880, -3.78957, 0.79307], [-1.93037, -2.79254, -0.37435], [1.13317, -2.51846, 2.67210], [-1.71340, -0.14291, -0.41701], [1.25423, -0.34163, 2.56476], [-1.19944, 2.05520, 0.99720], [0.15222, 1.87008, 2.05166]], "atomic_forces_ev_per_a": [[0.049, 1.290, 0.562], [-1.299, -2.564, -0.733], [-0.712, -0.652, -1.138], [0.520, -0.698, 0.597], [0.037, 1.414, 1.137], [1.304, 0.713, -1.188], [4.544, -1.332, -2.581], [2.975, -0.772, -2.104], [-1.160, 1.071, -0.621], [-0.695, -0.962, 2.081], [-2.495, 0.759, 2.736], [0.620, 0.958, 0.487], [-2.034, 0.158, 0.983], [0.147, -0.579, -0.077], [-1.007, -0.318, 0.137], [0.499, -1.839, 0.560], [1.240, 2.391, 0.783], [0.608, -1.360, 0.193], [-1.667, 1.220, -1.169], [-0.613, 0.461, -0.019], [-1.223, 0.467, -0.210], [0.362, 0.176, -0.413]]}

***

{"formula": "C38H45N6O3SSeV", "method": "wB97M-V/def2-TZVPD", "s_squared": 3.79, "charge": -1, "spin_multiplicity": 4, "e_homo_ev": [-2.224, -4.769], "gap_ha": [0.15917, 0.25245], "elements": ["V", "S", "C", "C", "C", "C", "C", "C", "C", "C", "C", "N", "H", "H", "H", "H", "H", "H", "O", "C", "C", "C", "C", "N", "C", "C", "C", "C", "C", "C", "O", "C", "C", "N", "H", "H", "H", "H", "H", "H", "H", "H", "H", "H", "H", "H", "C", "N", "C", "C", "C", "C", "C", "C", "C", "C", "H", "H", "H", "H", "H", "H", "H", "H", "H", "H", "H", "H", "C", "C", "C", "O", "H", "H", "H", "H", "H", "H", "H", "C", "N", "C", "C", "N", "C", "C", "Se", "H", "H", "H", "H", "H", "H", "H", "H"], "positions_angstrom": [[-1.00262, 0.43282, -0.43281], [-1.51486, 3.20460, 3.34604], [-3.01851, 2.98757, 2.58366], [-2.91182, 2.18422, 1.49401], [-1.58072, 1.68483, 1.18354], [-0.73842, 2.19861, 2.14733], [0.73473, 2.06433, 2.19622], [1.54144, 2.56549, 3.22186], [2.91126, 2.39195, 3.14518], [3.45525, 1.72196, 2.05812], [2.58055, 1.24451, 1.09936], [1.25991, 1.41746, 1.16754], [-3.90819, 3.45849, 2.98593], [-3.76885, 1.97356, 0.86850], [1.09732, 3.08174, 4.06432], [3.55200, 2.78220, 3.92883], [4.52060, 1.56723, 1.95675], [2.95066, 0.69946, 0.23326], [4.54241, 0.53300, -5.04180], [4.66732, -0.05168, -3.74146], [3.36111, 0.01627, -3.00282], [3.01997, -1.01912, -2.11071], [1.85102, -0.89397, -1.39145], [1.01924, 0.14380, -1.49696], [1.31930, 1.14909, -2.38249], [2.52048, 1.08810, -3.13816], [0.37673, 2.20973, -2.45196], [0.48506, 3.28363, -3.36998], [-0.41328, 4.30852, -3.36870], [-0.28356, 5.46531, -4.31530], [0.66300, 6.45557, -3.86281], [-1.47640, 4.26713, -2.41409], [-1.57091, 3.19242, -1.57937], [-0.70392, 2.14662, -1.56245], [5.42607, 0.68708, -5.38459], [5.42996, 0.48145, -3.16825], [4.98030, -1.09426, -3.81437], [3.65630, -1.88732, -1.97937], [1.55333, -1.64503, -0.66876], [2.78795, 1.88269, -3.81940], [1.29350, 3.28741, -4.09422], [-1.26145, 5.92845, -4.45911], [0.07910, 5.13603, -5.28582], [0.52859, 6.55640, -2.91542], [-2.21558, 5.06069, -2.35387], [-2.39005, 3.12680, -0.87575], [-2.33030, -0.84449, 3.26354], [-2.56329, -1.19097, 1.87480], [-2.31290, -2.60122, 1.65818], [-3.89932, -0.84913, 1.40785], [-4.06196, -0.49190, -0.07876], [-5.31899, -0.79568, -0.61696], [-5.69048, -0.40761, -1.90285], [-4.77656, 0.30884, -2.66204], [-3.52104, 0.59614, -2.12597], [-3.08834, 0.21684, -0.83627], [-3.00260, -1.39552, 3.94734], [-2.47567, 0.22494, 3.41585], [-1.29831, -1.08859, 3.52798], [-2.92340, -3.21874, 2.34495], [-1.25450, -2.82976, 1.81734], [-2.57370, -2.86666, 0.63532], [-4.25550, -0.00024, 1.99003], [-4.58821, -1.67943, 1.64090], [-6.03029, -1.35477, -0.00836], [-6.67003, -0.66249, -2.29618], [-5.03052, 0.63573, -3.66758], [-2.83473, 1.14863, -2.76123], [-0.55575, -3.63352, -1.28344], [-1.38499, -2.39954, -1.59317], [-1.19426, -1.99381, -3.04805], [-1.04453, -1.35057, -0.70967], [-0.86585, -4.46529, -1.92633], [-0.67011, -3.93510, -0.23881], [0.50643, -3.43138, -1.47265], [-2.44103, -2.66732, -1.46862], [-0.12702, -1.88961, -3.28103], [-1.68308, -1.03699, -3.23571], [-1.63159, -2.74172, -3.71913], [3.74849, -1.03111, 4.80073], [3.41204, -2.34228, 4.25697], [3.98026, -3.55805, 4.62486], [3.38309, -4.50534, 3.88343], [2.46318, -3.85509, 3.06712], [1.54836, -4.48863, 2.12074], [2.46900, -2.51973, 3.29733], [1.45478, -1.24055, 2.48618], [4.50678, -1.16628, 5.57024], [2.86190, -0.56147, 5.22009], [4.11832, -0.38197, 4.01020], [4.75224, -3.63484, 5.37366], [3.52854, -5.57336, 3.85590], [1.94521, -5.46603, 1.85428], [1.45968, -3.86414, 1.23565], [0.55527, -4.59602, 2.55317]], "atomic_forces_ev_per_a": [[0.257, 0.607, 0.671], [0.247, -0.004, 0.121], [-0.270, 0.008, 0.047], [0.214, -0.056, -0.362], [-0.498, 0.672, 1.023], [0.588, 0.084, 0.046], [-0.770, 0.014, 0.054], [0.152, 0.071, 0.199], [-0.132, 0.078, 0.050], [-0.036, 0.089, -0.064], [-0.193, 0.287, -0.149], [0.453, -0.183, -0.788], [0.108, -0.070, -0.095], [-0.034, -0.088, -0.003], [0.013, -0.021, -0.027], [-0.020, -0.008, -0.001], [0.037, -0.001, -0.007], [-0.084, 0.058, 0.101], [-0.009, -0.066, 0.182], [-0.113, 0.138, -0.182], [-0.009, 0.086, -0.094], [0.008, -0.032, 0.080], [-0.227, 0.219, 0.070], [0.055, 0.318, -0.289], [0.071, -0.315, 0.187], [-0.022, -0.060, 0.026], [-0.329, 0.038, 0.286], [0.083, -0.092, 0.024], [-0.234, 0.050, 0.107], [0.194, 0.091, 0.210], [-0.208, -0.133, -0.124], [0.156, 0.222, -0.188], [0.248, -0.519, 0.120], [0.185, 0.798, -0.882], [0.020, 0.004, -0.007], [0.098, 0.066, 0.073], [0.031, -0.141, -0.063], [-0.033, 0.046, -0.010], [-0.067, 0.012, -0.014], [-0.023, -0.005, -0.018], [-0.060, -0.004, 0.077], [-0.096, 0.086, -0.027], [0.083, -0.024, -0.075], [0.018, -0.029, 0.051], [0.085, -0.092, -0.053], [0.031, -0.086, 0.030], [-0.053, 0.003, -0.095], [0.008, -0.087, -0.130], [0.112, 0.077, -0.019], [0.129, 0.011, -0.209], [0.055, 0.093, 0.068], [0.088, 0.001, -0.053], [0.134, 0.003, 0.136], [0.033, -0.050, 0.151], [-0.050, -0.084, 0.168], [-0.551, -0.111, -0.427], [-0.047, -0.018, 0.048], [-0.012, 0.021, -0.021], [-0.073, 0.007, -0.025], [-0.009, -0.047, 0.018], [-0.085, 0.079, -0.006], [0.019, 0.023, 0.048], [0.054, 0.161, 0.073], [-0.109, 0.002, 0.005], [0.065, 0.055, -0.047], [0.054, 0.012, 0.037], [0.028, -0.021, 0.067], [0.046, 0.010, -0.036], [0.218, -0.207, 0.052], [0.082, 0.795, 0.464], [0.142, 0.111, -0.142], [0.289, -2.398, -0.850], [0.042, 0.017, 0.060], [-0.013, 0.033, -0.068], [-0.158, -0.045, 0.018], [-0.265, 0.056, 0.083], [-0.121, 0.007, 0.016], [-0.012, -0.041, -0.001], [0.059, 0.030, 0.032], [0.005, -0.327, -0.077], [0.363, 0.314, 0.428], [-0.043, 0.405, 0.039], [-0.295, 0.005, -0.316], [-0.239, -0.657, -0.293], [0.269, 0.035, 0.205], [0.026, -0.168, 0.105], [0.026, -0.449, 0.290], [-0.007, 0.016, -0.012], [-0.072, -0.019, 0.028], [0.023, -0.004, -0.051], [-0.092, 0.056, -0.085], [-0.041, 0.126, -0.027], [0.003, -0.012, 0.003], [0.045, 0.051, -0.033], [-0.038, 0.015, 0.070]]}

***

DFT total energy (eV)
-14396.34995; -19592.95735; -157088.98073